Here is C22H30ClN3O3S in the gas phase from OMol25. Energies are from wB97M-V/def2-TZVPD.

Results
SMILES string: CC(C)CCNC(=O)c1onc(CSc2ccc(Cl)cc2)c1C(=O)NCCC(C)C
ΔE to the lowest compared entry with this formula, charge and spin: 0.00 kJ/mol
HOMO level: -8.574 eV
Electronic energy: -57272.2350 eV
Maximum force: 1.2 eV Å⁻¹

Each line ends with the Mulliken charge.
Cartesian coordinates (Å):
C (2.5687, 2.0045, 1.3200)  -1.30
H (2.7316, 2.3719, 2.3311)  0.55
H (2.1628, 2.8252, 0.7331)  0.17
H (1.8319, 1.2059, 1.3628)  0.11
C (3.8859, 1.4940, 0.7380)  0.82
C (4.8520, 2.6527, 0.4997)  -1.74
H (4.4186, 3.3987, -0.1626)  0.36
H (5.0867, 3.1417, 1.4421)  0.45
H (5.7806, 2.2956, 0.0602)  0.38
C (3.6956, 0.6292, -0.5164)  -0.56
H (4.6615, 0.1929, -0.7792)  0.43
H (3.0166, -0.1929, -0.2813)  0.10
C (3.1665, 1.3359, -1.7694)  -1.10
N (1.7768, 1.7205, -1.6614)  -0.14
C (0.7860, 0.8449, -1.8657)  0.40
O (0.9750, -0.3118, -2.2195)  -0.85
C (-0.5660, 1.4128, -1.6409)  0.08
C (-1.8393, 0.8944, -1.5093)  1.46
C (-2.6409, 2.0636, -1.2801)  -0.15
N (-1.8961, 3.1361, -1.2920)  -0.81
O (-0.6238, 2.7552, -1.5050)  -0.26
C (-4.0881, 2.1281, -0.9860)  -0.78
H (-4.5408, 1.1427, -1.0815)  0.31
H (-4.5904, 2.8586, -1.6174)  0.54
S (-4.3307, 2.7533, 0.7292)  -0.18
C (-3.0466, 1.8067, 1.5234)  -0.09
C (-1.9643, 2.4758, 2.0755)  -0.48
C (-0.9238, 1.7612, 2.6400)  -0.69
C (-0.9784, 0.3761, 2.6452)  0.20
C (-2.0675, -0.2977, 2.1144)  -0.28
C (-3.1080, 0.4211, 1.5557)  -0.33
H (-3.9532, -0.0956, 1.1289)  0.47
H (-2.1049, -1.3754, 2.1451)  0.48
Cl (0.3337, -0.5257, 3.3261)  -0.17
H (-0.0745, 2.2725, 3.0647)  0.48
H (-1.9373, 3.5539, 2.0484)  0.42
C (-2.3764, -0.4966, -1.5467)  0.51
O (-3.5498, -0.7252, -1.2895)  -0.72
N (-1.4959, -1.4423, -1.8863)  0.00
C (-1.8652, -2.8394, -1.8960)  -1.23
C (-1.7634, -3.5005, -0.5157)  -0.41
H (-2.3860, -4.3976, -0.5346)  0.39
H (-2.1941, -2.8178, 0.2189)  -0.03
C (-0.3516, -3.9089, -0.0809)  0.75
C (-0.4393, -4.6924, 1.2295)  -1.63
H (-0.8233, -4.0575, 2.0253)  0.25
H (-1.1000, -5.5504, 1.1264)  0.44
H (0.5432, -5.0518, 1.5264)  0.43
C (0.5856, -2.7163, 0.0966)  -0.96
H (0.8474, -2.2670, -0.8562)  0.12
H (0.1244, -1.9574, 0.7252)  -0.01
H (1.5076, -3.0390, 0.5772)  0.66
H (0.0668, -4.5694, -0.8493)  0.27
H (-1.2288, -3.3563, -2.6162)  0.44
H (-2.9066, -2.8943, -2.2279)  0.44
H (-0.5287, -1.1905, -2.0767)  0.26
H (1.5477, 2.6504, -1.3478)  0.40
H (3.7536, 2.2251, -1.9968)  0.53
H (3.2399, 0.6364, -2.6072)  0.37
H (4.3372, 0.8317, 1.4864)  0.40